The following is a quantum chemistry calculation of a 2-piece molecular cluster, C6H10BCl5N overall, from the Open Molecules 2025 dataset.

Last column: Löwdin charge in e.
CARTESIAN COORDINATES (ANGSTROEM)
C1 -2.06524 0.63647 -1.20789  -0.198
C2 -1.19387 -0.73830 -0.90879  -0.627
Cl1 -1.03308 -2.01835 -2.23927  0.497
C3 -0.57177 -0.94270 0.42747  -0.513
Cl2 -0.84157 0.43884 1.68923  0.451
B1 0.28531 -2.25529 0.92403  -0.640
C4 1.55678 -2.66343 -0.03543  -0.252
C5 2.40793 -1.39904 -0.63920  -0.192
N1 3.10534 -1.64248 -1.82939  -0.038
H1 -1.38415 1.61681 -1.22085  0.065
H2 -2.95769 0.73521 -0.42164  0.071
H3 -2.60386 0.61950 -2.27262  0.066
H4 -0.48697 -3.15949 1.07328  0.039
H5 0.70150 -2.01505 2.02154  0.018
H6 1.13588 -3.35310 -0.90446  0.069
H7 2.29163 -3.31991 0.63078  0.098
H8 2.50688 -0.33073 -0.17161  0.112
H9 2.94170 -2.65026 -2.11730  0.013
C6 -0.71897 4.39038 1.48906  -1.542
Cl3 -2.26727 4.03237 0.70534  0.508
Cl4 0.46796 4.94618 0.29673  0.506
Cl5 -0.93286 5.60119 2.76495  0.496
H10 -0.34361 3.47118 1.94603  -0.009

Atomic forces in eV per Å
C -0.446 -0.331 -0.902
C 0.723 1.724 4.199
Cl -0.255 1.673 1.750
C -1.962 0.330 -4.809
Cl 0.062 -1.140 -1.526
B 0.284 0.731 0.307
C 0.755 0.009 -0.352
C 1.872 -3.083 -4.238
N -2.583 0.913 4.489
H -1.441 -2.282 0.333
H 2.231 -0.140 -1.529
H 1.332 -0.263 2.219
H -0.372 -0.447 -0.209
H 0.187 0.295 0.493
H 1.415 1.583 1.370
H -1.333 1.342 -1.470
H -0.360 -2.229 -0.826
H -0.084 1.411 0.729
C -0.051 -0.233 -0.086
Cl 0.250 0.052 0.146
Cl -0.109 -0.080 0.147
Cl 0.031 -0.069 -0.038
H -0.145 0.232 -0.199

## Properties
* E_LUMO: 2.4 eV
* charge: -1
* orbital gap: 0.26357 Eh
* E_HOMO: -4.78 eV

***

The following is a quantum chemistry calculation of a 2-piece molecular cluster, C4H12 overall, from the Open Molecules 2025 dataset.

Last column: Löwdin charge in e.
CARTESIAN COORDINATES (ANGSTROEM)
C1 1.65966 -1.28857 1.28522  -0.159
C2 0.26249 -1.75877 0.60302  -0.165
H1 1.76390 -0.24327 1.14363  0.019
H2 1.71047 -1.54799 2.45786  0.091
H3 2.58886 -1.94734 1.19861  0.062
H4 -0.41852 -1.76705 1.40401  0.025
H5 0.22912 -2.95220 0.41416  0.108
H6 0.00028 -1.17769 -0.26282  0.006
C3 -1.20528 1.08526 -0.40741  -0.141
C4 -0.78331 2.03879 -1.64676  -0.148
H7 -0.30872 0.43919 0.02824  0.052
H8 -1.63757 1.72543 0.40102  0.058
H9 -2.02613 0.45256 -0.83721  0.068
H10 0.03192 2.86880 -1.33764  0.108
H11 -0.38188 1.42481 -2.33779  -0.002
H12 -1.48529 2.64803 -2.10612  0.018

Atomic forces in eV per Å
C -0.236 -3.495 2.497
C 2.939 -3.642 0.941
H 0.716 0.823 -0.073
H -1.199 1.182 -2.089
H -1.042 1.220 -1.571
H -1.452 0.909 0.647
H 0.557 2.735 -0.232
H -0.093 -0.400 -0.103
C 0.482 0.956 -0.656
C 2.315 1.670 4.997
H -2.191 1.931 -1.193
H 0.366 -0.727 -0.492
H 0.828 0.128 0.798
H -1.466 -2.138 -0.468
H 1.585 -1.820 -2.525
H -2.109 0.669 -0.478

## Properties
* E_LUMO: 1.1 eV
* charge: 0
* orbital gap: 0.44473 Eh
* E_HOMO: -11.01 eV
* structure (SMILES): CC.CC

***

The following is a quantum chemistry calculation of C19H42IrNO2P3Se as an isolated structure, from the Open Molecules 2025 dataset.

Last column: Löwdin charge in e.
CARTESIAN COORDINATES (ANGSTROEM)
Ir1 -0.25764 -0.95352 0.43827  0.894
P1 -1.69411 -1.19341 2.32600  0.710
P2 1.02090 -2.80019 0.14790  0.658
P3 -1.69577 -1.03654 -1.16573  0.542
H1 0.17284 4.34766 -0.24107  0.047
C1 -0.85006 3.97904 -0.39768  -0.130
C2 -1.61443 3.63666 0.66310  0.022
H2 -1.07754 3.38288 1.56778  0.057
C3 -0.95732 -0.51032 3.85193  -0.213
C4 -2.34085 -2.79806 2.98744  -0.197
C5 -3.18692 -0.15051 2.18576  -0.209
C6 2.30214 -2.26018 -1.01225  -0.210
C7 1.98626 -3.17590 1.63699  -0.187
C8 0.47585 -4.40569 -0.47543  -0.192
C9 -2.70478 0.47163 -1.37796  -0.211
C10 -2.92042 -2.39181 -1.22711  -0.183
C11 -0.83391 -1.13021 -2.76417  -0.231
H3 -1.21828 4.07351 -1.43572  0.082
H4 -2.67086 3.37952 0.58085  0.083
H5 -0.70626 0.54817 3.70113  0.042
H6 -0.03186 -1.04830 4.09118  0.062
H7 -1.64650 -0.61006 4.70642  0.092
H8 -1.51110 -3.50732 3.11803  0.060
H9 -3.08194 -3.23118 2.30075  0.067
H10 -2.80888 -2.63092 3.96980  0.085
H11 -2.88640 0.90282 2.07870  0.058
H12 -3.80264 -0.26119 3.09382  0.094
H13 -3.79389 -0.44056 1.31823  0.042
H14 3.05843 -3.05140 -1.07293  0.089
H15 2.77303 -1.33723 -0.65517  0.052
H16 1.89847 -2.07577 -2.01440  0.049
H17 2.58676 -4.07427 1.45699  0.091
H18 1.33193 -3.35665 2.49568  0.062
H19 2.64357 -2.33320 1.87587  0.050
H20 1.35000 -5.06443 -0.52915  0.089
H21 0.02735 -4.30643 -1.46901  0.062
H22 -0.25592 -4.84614 0.21068  0.073
H23 -3.32669 0.38628 -2.28126  0.089
H24 -2.05692 1.35147 -1.48751  0.020
H25 -3.36794 0.63435 -0.52103  0.042
H26 -3.56826 -2.28976 -2.10845  0.094
H27 -3.56798 -2.37481 -0.34214  0.057
H28 -2.41749 -3.36457 -1.27521  0.058
H29 -1.57423 -1.10029 -3.57389  0.087
H30 -0.24811 -2.05094 -2.85119  0.047
H31 -0.15197 -0.27199 -2.85862  0.002
C12 1.33727 2.69549 -2.78323  -0.568
C13 1.23407 4.10018 -2.93725  -0.072
C14 1.30640 4.67644 -4.19899  0.009
C15 1.63414 3.91092 -5.31482  0.047
C16 1.85122 2.53892 -5.15874  0.000
C17 1.68582 1.90368 -3.92437  -0.076
Se1 0.92587 1.82972 -1.18651  1.045
H32 -1.05191 -2.34508 0.83164  -0.031
H33 0.99728 4.72184 -2.07318  0.099
H34 1.06471 5.72493 -4.33043  0.142
H35 1.68705 4.37191 -6.29778  0.151
H36 2.12055 1.93945 -6.03081  0.141
H37 1.75211 0.81390 -3.82315  0.106
N1 3.09074 1.91776 3.71497  0.211
C18 3.09966 0.82444 2.72004  -0.024
C19 1.67588 0.79776 2.18892  -0.612
O1 0.91642 1.71525 2.57728  0.015
O2 1.41604 -0.15779 1.38950  -0.277
H38 2.18562 2.43675 3.56703  0.162
H39 3.92404 2.48808 3.60819  0.185
H40 3.14163 1.48993 4.64514  0.190
H41 3.81809 1.04792 1.93640  0.157
H42 3.38766 -0.10265 3.21390  0.152

Atomic forces in eV per Å
Ir 1.044 -0.621 3.858
P -2.029 0.575 3.029
P 2.718 -1.900 -1.120
P -3.026 0.971 -4.410
H -0.399 -0.175 0.165
C 0.073 0.271 -0.659
C 0.639 -1.073 -0.651
H -0.331 0.489 0.418
C 0.796 0.267 -0.187
C 0.306 -0.122 -0.713
C -0.083 0.090 -0.536
C 0.111 0.237 -0.292
C -0.226 0.233 0.629
C -0.603 0.143 0.124
C -0.187 0.311 0.116
C 0.067 -0.339 0.551
C 0.102 -0.057 -0.102
H -0.069 0.138 0.801
H 0.214 0.309 0.014
H -0.151 -0.311 0.059
H -0.154 0.042 0.061
H 0.051 -0.099 -0.483
H -0.232 0.117 -0.014
H 0.188 0.045 0.198
H 0.137 0.151 -0.371
H -0.083 -0.321 0.036
H 0.315 -0.066 -0.237
H 0.056 0.063 0.284
H -0.045 0.091 -0.038
H -0.060 -0.203 0.001
H 0.070 -0.139 0.197
H -0.124 0.089 -0.090
H 0.116 -0.099 -0.062
H -0.163 -0.197 -0.155
H -0.085 0.138 -0.035
H 0.087 -0.086 0.111
H 0.088 -0.050 -0.135
H 0.188 -0.137 0.186
H -0.093 -0.255 0.058
H 0.154 -0.051 -0.191
H 0.317 0.195 0.086
H 0.126 0.004 -0.105
H -0.087 0.144 0.004
H 0.174 -0.015 0.101
H -0.152 0.082 -0.041
H -0.279 -0.253 -0.023
C 0.102 -0.129 -0.307
C -0.521 0.747 -0.287
C -0.249 0.226 1.103
C -0.062 -0.171 -0.061
C 0.104 -1.510 0.487
C 0.065 0.335 -0.682
Se 0.042 0.615 -0.584
H 0.373 0.366 -0.015
H 0.182 -0.129 -0.409
H 0.239 0.012 0.152
H 0.083 -0.094 0.129
H -0.118 0.141 0.280
H 0.184 0.506 -0.204
N 0.646 -0.287 0.534
C -0.147 -0.071 0.005
C -1.187 1.984 0.909
O 0.808 -1.735 -1.200
O -0.221 -0.218 -0.459
H 0.461 -0.138 0.238
H 0.040 0.517 0.145
H -0.220 0.537 0.128
H -0.024 -0.066 -0.153
H -0.053 -0.062 -0.186

## Properties
* spin multiplicity: 6
* E_LUMO (spin up / spin down): -11.1 / -15.7 eV
* charge: +4
* orbital gap (spin up / spin down): 0.30307 / 0.16036 Eh
* E_HOMO (spin up / spin down): -19.37 / -20.11 eV
* ⟨S²⟩: 8.7928

***

In order of appearance, electronic energy = -2615.10620 -159.50704 -4482.59828 hartree.
In order of appearance, F_max = 0.1082 0.1119 0.1057 hartree/bohr.